Arrangement a

The following is a DFT calculation (ωB97M-V with the def2-TZVPD basis set) of 12 unconnected molecules or ions with the total composition H24O12.

XYZ file:
```
36
Properties=species:S:1:pos:R:3:mulliken_charge:R:1
O 0.86 0.24 0.25 -0.6050
H 0.50 0.29 -0.65 0.2634
H 0.38 -0.52 0.58 0.4376
O -1.13 -1.32 -0.48 -0.7367
H -1.76 -1.41 -1.21 0.3579
H -1.38 -0.46 -0.22 0.3283
O 2.88 -3.51 -2.00 -0.6119
H 1.90 -3.74 -1.76 0.3303
H 3.46 -4.01 -1.47 0.2770
O -3.03 -1.15 2.02 -0.5796
H -3.23 -2.06 2.14 0.2854
H -3.85 -0.55 1.98 0.3177
O -1.78 2.21 1.00 -0.5374
H -2.44 2.64 0.45 0.2986
H -1.19 2.90 1.25 0.2636
O 0.24 3.75 -2.41 -0.6493
H 0.34 2.75 -2.28 0.3346
H 0.78 4.02 -1.67 0.3178
O 3.21 0.22 2.67 -0.6529
H 3.96 -0.08 2.20 0.3156
H 3.20 -0.19 3.60 0.3156
O 2.67 3.76 0.31 -0.5929
H 3.24 3.72 1.07 0.2785
H 1.82 4.04 0.78 0.3068
O -3.79 0.59 -1.17 -0.6253
H -4.09 -0.15 -1.73 0.3028
H -4.45 0.68 -0.52 0.3071
O 1.99 -1.26 -2.19 -0.5165
H 1.32 -1.71 -2.77 0.2809
H 2.80 -1.54 -2.45 0.2668
O -4.01 -1.40 0.18 -0.5480
H -4.50 -2.23 0.11 0.2440
H -3.24 -1.53 -0.52 0.2209
O 2.22 -1.84 1.69 -0.5984
H 1.84 -2.34 2.36 0.2796
H 1.89 -0.93 1.79 0.3228
```

Values from the calculation:
SMILES = O.O.O.O.O.O.O.O.O.O.O.O
HOMO level = -9.34 eV
Gap between HOMO and LUMO = 9.2931 eV

Arrangement b

The following is a DFT calculation (ωB97M-V with the def2-TZVPD basis set) of 12 unconnected molecules or ions with the total composition H24O12.

XYZ file:
```
36
Properties=species:S:1:pos:R:3:mulliken_charge:R:1
O 0.61 -0.28 0.63 -0.5319
H 0.55 0.61 0.26 0.0920
H -0.30 -0.61 0.60 0.1847
O -4.01 -0.30 0.66 -0.6423
H -3.06 -0.36 0.52 0.4139
H -4.09 0.19 1.49 0.2940
O -1.29 1.72 -1.51 -0.5730
H -0.83 1.57 -0.68 0.2449
H -0.67 2.25 -2.03 0.2692
O 3.11 2.99 -0.12 -0.6466
H 3.88 2.74 0.40 0.2965
H 2.92 2.20 -0.65 0.3301
O 2.96 -2.68 -1.68 -0.5559
H 2.65 -3.40 -1.11 0.2812
H 3.38 -3.14 -2.42 0.2886
O -2.07 -1.04 -1.12 -0.5526
H -2.26 -1.86 -1.59 0.2491
H -1.95 -0.39 -1.82 0.2672
O 2.38 -0.50 3.13 -0.5255
H 2.18 0.30 3.62 0.2799
H 2.88 -1.05 3.75 0.2653
O 1.52 2.20 1.17 -0.4975
H 1.05 3.04 1.16 0.2721
H 0.98 1.63 1.73 0.2969
O -4.11 1.52 -0.35 -0.4804
H -3.89 2.38 0.02 0.2742
H -4.94 1.67 -0.82 0.2330
O 2.02 0.31 -2.19 -0.5461
H 2.69 0.07 -2.85 0.2611
H 1.80 1.22 -2.41 0.2779
O 0.37 -2.07 -0.29 -0.3846
H 0.57 -3.01 -0.39 0.2525
H -0.56 -2.00 -0.53 0.2909
O -1.55 -1.97 1.77 -0.6188
H -1.07 -1.21 2.12 0.4180
H -1.43 -1.91 0.82 0.2219
```

Values from the calculation:
SMILES = O.O.O.O.O.O.O.O.O.O.O.O
HOMO level = -8.61 eV
Gap between HOMO and LUMO = 8.7547 eV

Arrangement c

The following is a DFT calculation (ωB97M-V with the def2-TZVPD basis set) of 12 unconnected molecules or ions with the total composition H24O12.

XYZ file:
```
36
Properties=species:S:1:pos:R:3:mulliken_charge:R:1
O 0.63 -0.21 -0.21 -0.4177
H 0.84 -1.15 -0.33 0.1076
H 1.46 0.24 -0.39 0.3378
O 1.48 -3.03 -3.32 -0.6421
H 2.08 -3.33 -2.62 0.3101
H 2.05 -2.52 -3.91 0.3082
O 3.00 0.62 3.36 -0.6080
H 3.58 -0.12 3.57 0.2982
H 2.57 0.37 2.54 0.3110
O -3.09 -3.03 -0.94 -0.6191
H -2.52 -2.61 -0.29 0.2957
H -2.55 -3.73 -1.31 0.3053
O -2.38 0.92 2.85 -0.6347
H -1.72 0.34 2.46 0.2995
H -3.01 0.31 3.26 0.2869
O 1.41 5.07 -1.81 -0.6006
H 1.60 5.93 -1.43 0.3147
H 1.92 4.46 -1.25 0.2919
O -1.01 2.42 2.59 -0.6423
H -0.37 2.08 1.96 0.2983
H -1.04 1.75 3.28 0.3695
O 1.55 -2.50 2.88 -0.5969
H 0.90 -2.06 3.45 0.3192
H 2.39 -2.34 3.32 0.2800
O -0.09 -3.33 -1.49 -0.5702
H 0.67 -2.98 -1.03 0.1927
H 0.07 -3.10 -2.42 0.4159
O -2.85 2.03 -0.26 -0.6547
H -2.49 2.07 0.64 0.3485
H -2.56 1.17 -0.58 0.3170
O 0.74 1.24 -1.43 -0.6712
H 1.52 1.77 -1.26 0.2727
H 0.21 1.34 -0.63 0.3888
O -1.33 0.44 -2.97 -0.5955
H -1.62 1.32 -2.69 0.3000
H -2.01 0.15 -3.59 0.2834
```

Values from the calculation:
SMILES = O.O.O.O.O.O.O.O.O.O.O.O
HOMO level = -9.73 eV
Gap between HOMO and LUMO = 9.3049 eV

Computed stability ranking, most favorable first: arrangement a, arrangement b, arrangement c